Density functional theory data (the ωB97M-V functional and the def2-TZVPD basis) for a cluster of 7 separate species, C32H93N17O8P5 in total in a non-equilibrium geometry.

Output
- Molar mass: 999.1 g/mol
- LUMO level: 2.5 eV
- E_HOMO: -4.585 eV
- Total charge: -1

Element x y z (Å)
P (-1.82192, -2.09640, -1.71922)
P (2.31654, 1.65497, 4.00995)
P (2.66738, 1.70698, -6.04057)
P (-5.02124, 0.88597, 2.16241)
P (2.41337, -3.84450, 1.90117)
O (0.76053, 1.90590, -0.80210)
O (1.16455, -3.07112, 1.96786)
O (-1.56934, -1.70228, -0.32979)
O (1.34749, 0.61162, 3.60142)
O (1.15955, 0.36970, 0.70302)
O (4.11578, 1.47513, -6.19264)
O (-0.56474, 1.57338, 0.96082)
O (-3.90806, -0.02333, 1.82459)
N (-2.47850, -3.61061, -1.86501)
N (-4.70979, 2.49123, 1.84157)
N (2.23498, 2.03023, -4.43644)
N (1.69510, 3.21146, 3.94722)
N (-5.47109, 0.78837, 3.80159)
N (3.62510, -3.29334, 2.92768)
N (0.47900, 1.32136, 0.28436)
N (3.14857, -3.73238, 0.39660)
N (-2.28570, 3.94997, -2.99519)
N (2.83256, 1.41229, 5.59697)
N (2.13540, -5.45630, 2.20960)
N (-6.48410, 0.51736, 1.35888)
N (-2.94160, -1.06768, -2.46669)
N (1.70274, 0.43023, -6.49272)
N (3.75749, 1.64518, 3.15170)
N (2.01368, 3.00971, -6.88855)
N (-0.50699, -2.02546, -2.74893)
C (0.50376, -0.99312, -2.53550)
C (1.86297, 1.15274, 6.64646)
C (2.19728, 4.37204, -6.40712)
C (3.25593, -3.12314, 4.34953)
C (3.34115, -2.31373, 0.00871)
C (4.60213, 2.83059, 3.06634)
C (2.16221, -0.90611, -6.24799)
C (1.03009, 3.66280, 2.70051)
C (4.20247, 0.43020, 2.53603)
C (5.04360, -3.28376, 2.74862)
C (-7.66292, 1.36231, 1.35212)
C (1.12829, 3.85268, 5.11131)
C (-6.60164, -0.87613, 0.91342)
C (3.14798, 1.89997, -3.31664)
C (3.93290, -4.72127, -0.30471)
C (-3.42198, 2.98260, 2.40906)
C (-0.37901, 4.75294, -1.37509)
C (-3.92645, -3.71858, -1.66447)
C (-6.24223, 1.85182, 4.41250)
C (-5.06950, 3.13381, 0.58369)
C (-1.47906, 4.32228, -2.26548)
C (-5.47171, -0.50827, 4.45812)
C (0.24401, 0.55005, -6.63717)
C (0.95233, 2.61875, -4.06804)
C (-0.26394, -2.97771, -3.83650)
C (4.15354, 1.68213, 6.10277)
C (1.11040, -6.15975, 1.47367)
C (2.86510, -6.22582, 3.20009)
C (-3.16624, 0.20527, -1.74487)
C (1.73864, 2.95671, -8.32197)
C (-3.43899, -1.20324, -3.83822)
C (-1.74025, -4.79460, -1.48258)
H (2.93823, 2.56062, -2.47119)
H (-3.45484, 4.06890, 2.30610)
H (-6.50693, -0.88030, 4.44231)
H (-3.76028, -0.01522, -0.85957)
H (1.43453, 3.20952, 1.80221)
H (2.43082, 5.00628, -7.26773)
H (0.16353, -0.07028, -3.01920)
H (-7.53003, -1.30296, 1.30118)
H (-8.55577, 0.75104, 1.50773)
H (4.49645, 3.41960, 3.97192)
H (-0.05387, -2.45151, -4.76619)
H (0.01385, 1.60480, -6.79921)
H (0.37301, -3.81106, -3.53920)
H (3.28342, -7.13040, 2.73833)
H (5.20714, -3.34260, 1.67045)
H (-1.24695, -3.41315, -4.05533)
H (0.22023, 3.36641, 5.49258)
H (2.18068, -6.51350, 4.00257)
H (2.94796, 4.52778, -5.63586)
H (3.64558, -2.11843, -1.01711)
H (1.88241, 1.89512, 7.45257)
H (-2.33601, 0.90315, -1.67371)
H (1.24936, 4.80167, -6.05964)
H (-2.55111, 2.54643, 1.91819)
H (-1.73758, -5.56451, -2.25966)
H (-3.64293, -2.25362, -4.04784)
H (1.13565, 4.75303, 2.67397)
H (-0.71598, -4.52024, -1.22438)
H (4.02525, -1.79389, 0.68560)
H (2.00728, -1.29696, -5.23664)
H (5.51534, -4.15254, 3.22837)
H (-0.54710, 5.82195, -1.25692)
H (-2.17669, -5.22477, -0.57498)
H (5.23170, 0.17475, 2.84305)
H (0.58392, -0.83574, -1.45735)
H (0.56501, -6.85971, 2.11087)
H (3.99285, -4.51878, -1.37376)
H (0.47534, 4.45261, -1.98506)
H (-4.51488, 2.73081, -0.27365)
H (0.09705, 2.53285, -4.73139)
H (0.61157, 2.22490, -3.10400)
H (4.04455, -2.63185, 4.91212)
H (4.92836, -4.83140, 0.14430)
H (-7.62048, 2.08049, 2.16411)
H (3.02568, 0.92385, -2.82951)
H (4.43405, 3.44883, 2.17938)
H (-7.74975, 1.89297, 0.40074)
H (2.31387, -2.57652, 4.43279)
H (-5.73494, -1.49832, 1.11255)
H (-5.18417, -0.38395, 5.50286)
H (-4.76117, 4.17612, 0.66288)
H (5.63701, 2.50074, 2.93106)
H (-4.84926, -1.20538, 3.90449)
H (1.44871, -1.34278, -2.95434)
H (1.55057, -6.72007, 0.63878)
H (-0.25652, 4.21265, -0.43974)
H (0.95466, 3.66077, -8.60389)
H (-6.14462, 2.79683, 3.87332)
H (-6.12157, 3.04798, 0.32373)
H (3.24218, -0.96074, -6.41189)
H (4.17840, 2.00734, -3.65231)
H (-7.32790, 1.74881, 4.25025)
H (-4.24431, -4.72796, -1.93680)
H (-0.04654, 3.50423, 2.78727)
H (3.65080, -0.45567, 2.85591)
H (-3.52014, 2.80231, 3.48059)
H (4.57670, 2.67920, 5.98110)
H (0.98598, 4.92780, 5.02430)
H (1.74150, -1.62993, -6.95291)
H (3.43142, -5.69269, -0.24143)
H (5.46463, -2.33038, 3.07724)
H (2.62537, 3.24944, -8.89586)
H (-4.15282, -3.46998, -0.62378)
H (-2.61103, -0.85464, -4.46636)
H (-4.32239, -0.59977, -4.03262)
H (4.35817, 1.21437, 7.06904)
H (-4.54194, -3.08607, -2.30113)
H (0.83400, 0.96187, 6.34427)
H (1.76960, 3.70061, 5.98714)
H (2.34807, -1.89677, 0.19581)
H (3.01073, -4.10117, 4.77818)
H (-6.08691, 2.00308, 5.47941)
H (1.10905, 3.68277, -3.84382)
H (-0.09099, -0.02436, -7.49693)
H (0.42238, -5.41023, 1.07990)
H (4.82259, 0.99251, 5.55435)
H (-3.92997, 0.71344, -2.35091)
H (1.48103, 1.92930, -8.57285)
H (2.08191, 0.22560, 7.19764)
H (-6.70241, -0.86427, -0.17886)
H (4.26625, 0.36619, 1.44553)
H (-0.27417, 0.37033, -5.69181)
H (3.74100, -5.68970, 3.55209)